DFT (ωB97M-V with the def2-TZVPD basis set) results for 2 unconnected molecules or ions with the total composition C3H12N2O2 at a distorted geometry.

Atoms and positions in Å:
N1 3.02911 0.57353 0.27973
C1 2.47331 -0.49640 -0.58459
C2 0.95399 -0.63901 -0.64641
N2 0.45072 -1.02609 0.63591
C3 -0.94460 -1.27098 0.73918
O1 -1.18491 -1.81701 1.99330
H1 2.43360 0.67247 1.10902
H2 2.91564 1.45302 -0.20885
H3 2.94632 -0.36310 -1.54151
H4 2.79249 -1.43765 -0.10796
H5 0.76512 -1.35079 -1.47854
H6 0.48380 0.30234 -0.96817
H7 0.97064 -1.79992 1.03922
H8 -1.36083 -1.88094 -0.07968
H9 -1.48782 -0.33688 0.63525
H10 -1.96202 -2.36650 2.08218
O2 -4.62162 3.73134 -1.16582
H11 -4.35201 3.45377 -0.29041
H12 -4.30093 4.59881 -1.44185

Forces on atoms 1 to 2 (eV/Å):
-0.892 -0.019 0.002
0.166 0.095 1.731

Summary:
energy above the lowest of the compared OMol25 structures with the same formula, charge and spin	37.3	kcal/mol
energy	-10379.9324	eV
structure (SMILES)	NCCNCO.O
HOMO	-8.90	eV
LUMO	0.6871	eV

---

DFT (ωB97M-V with the def2-TZVPD basis set) results for a molecular structure, C3H9N3O2 at a distorted geometry.

Atoms and positions in Å:
C1 -1.44889 0.20095 -0.20827
C2 1.13449 -0.93317 0.31685
C3 2.52005 0.03142 0.08181
H1 -3.18882 -0.33789 0.60689
H2 -3.43839 0.84902 -0.96396
H3 -1.04113 2.10799 0.20994
H4 -1.70628 -1.87508 -0.32890
H5 0.65588 -0.30089 1.19303
H6 1.47363 -1.96291 0.52016
H7 2.94148 0.19112 1.33140
H8 3.41106 -0.58936 -0.84862
H9 1.02217 1.65900 -0.54027
N1 -2.86009 0.52151 0.36966
N2 -0.59369 1.20845 -0.40997
N3 -1.05415 -1.02404 -0.32622
O1 0.16586 -1.02544 -0.71712
O2 2.00680 1.27933 -0.28642

Forces on atoms 1 to 2 (eV/Å):
-2.095 6.527 1.913
1.896 1.615 2.481

Summary:
energy above the lowest of the compared OMol25 structures with the same formula, charge and spin	253.2	kcal/mol
energy	-11813.0782	eV
HOMO	-8.76	eV
LUMO	-0.1994	eV

---

DFT (ωB97M-V with the def2-TZVPD basis set) results for a molecular structure, C45H41F12LaN6O5S3 at a distorted geometry.

Atoms and positions in Å:
La1 -0.38929 0.23770 -0.24503
C1 2.55167 7.15957 0.61109
C2 2.33691 5.68233 0.62095
C3 3.11667 4.88309 1.45892
C4 3.07341 3.50263 1.28452
C5 1.92209 3.01041 0.54529
N1 1.34356 1.88326 0.98914
C6 1.49393 1.46944 2.30736
C7 0.95660 2.19274 3.37902
C8 1.34426 1.84841 4.68659
C9 2.42108 1.00106 4.87424
C10 2.98538 0.82368 6.23374
C11 2.88651 0.18972 3.81791
C12 2.28577 0.29700 2.57564
C13 2.28945 -0.98332 1.63014
O1 1.21645 -0.98460 0.84153
C14 2.10041 -2.28654 2.62570
F1 1.81256 -3.39673 1.82445
F2 1.05695 -2.12644 3.47320
F3 3.12296 -2.67248 3.39897
C15 3.60414 -1.08778 0.74145
F4 4.73303 -1.42423 1.36782
F5 3.78602 0.09062 0.12429
F6 3.39205 -1.97082 -0.27542
C16 1.30389 3.80393 -0.49903
C17 1.47422 5.18093 -0.39593
C18 0.61168 3.14376 -1.76223
O2 0.36987 1.80352 -1.68189
C19 1.62087 3.53157 -2.90633
F7 2.86092 3.02155 -2.89477
F8 1.76694 4.89577 -2.83264
F9 1.11404 3.35365 -4.19179
C20 -0.80408 3.81222 -2.08376
F10 -0.78484 5.13999 -2.30108
F11 -1.38640 3.21476 -3.18059
F12 -1.74362 3.61949 -1.11775
H1 1.81844 7.69828 1.21199
H2 2.45757 7.42913 -0.43940
H3 3.55015 7.41522 0.93255
H4 3.75634 5.39645 2.14853
H5 3.69522 2.78523 1.86816
H6 0.34578 3.05592 3.20817
H7 0.94351 2.39051 5.52331
H8 2.66522 1.60290 6.89863
H9 4.05546 0.91402 6.20866
H10 2.81601 -0.16947 6.62901
H11 3.50578 -0.67549 4.09439
H12 0.98227 5.87464 -1.03431
N2 -1.24711 -2.33288 -1.21412
C21 -2.12596 -2.14627 -2.35617
C22 -3.06129 -0.92775 -2.25679
N3 -2.28479 0.30774 -2.21215
H13 -0.49497 -2.99232 -1.37757
H14 -1.82315 -2.63428 -0.40961
H15 -2.78607 -2.97503 -2.48810
H16 -1.44480 -2.12848 -3.24794
H17 -3.67313 -0.98283 -1.31414
H18 -3.78669 -0.94848 -3.09210
H19 -2.89333 1.02754 -1.78785
H20 -1.94924 0.67864 -3.10654
C23 0.97454 -4.43051 -3.61422
C24 0.94187 -5.30975 -2.38954
N4 0.33639 -4.90754 -1.34511
C25 0.32266 -5.85705 -0.36920
C26 1.07657 -6.96606 -0.68219
S1 1.81779 -6.88471 -2.23896
C27 -0.43694 -5.75651 0.87757
C28 -0.32786 -6.59932 1.93064
S2 -1.30619 -6.06032 3.24362
C29 -1.66858 -4.61453 2.26014
N5 -1.28698 -4.66788 1.07451
C30 -2.36131 -3.43404 2.88256
H21 1.83643 -3.72302 -3.44336
H22 0.07016 -3.84756 -3.49358
H23 1.19588 -5.02268 -4.53382
H24 1.24677 -7.81968 -0.06734
H25 0.21005 -7.53801 2.00439
H26 -1.72832 -2.96261 3.63016
H27 -3.33553 -3.67017 3.30440
H28 -2.62320 -2.69337 2.07291
C31 -6.55061 0.30384 6.30221
C32 -5.63416 0.65250 5.17362
C33 -4.34016 1.08319 5.43523
C34 -3.45730 1.36414 4.36160
C35 -3.83577 1.01498 3.07872
C36 -5.09828 0.40052 2.85272
C37 -6.02400 0.38151 3.88398
S3 -2.82774 1.24132 1.59608
O3 -3.80162 1.62312 0.54676
O4 -1.67430 2.11139 1.84352
O5 -2.35836 -0.15478 1.28168
H29 -7.51998 -0.08899 6.01341
H30 -6.84034 1.16670 6.89998
H31 -6.04154 -0.37664 6.99411
H32 -4.00511 1.21951 6.45558
H33 -2.46428 1.84976 4.52065
H34 -5.31137 -0.13291 1.95349
H35 -7.00651 -0.01108 3.65135
C38 -0.84753 0.44407 -7.55047
C39 0.53168 0.29146 -7.51181
C40 1.28078 0.93129 -6.41178
C41 2.56802 0.63294 -6.20034
C42 3.24364 -0.22427 -7.10746
C43 2.57045 -0.64707 -8.25333
C44 1.27484 -0.42450 -8.52738
C45 4.35744 -0.98933 -6.76432
N6 5.17522 -1.79289 -6.60922
H36 -1.38977 1.00291 -6.79226
H37 -1.50224 -0.00050 -8.29906
H38 0.65827 1.51765 -5.70020
H39 3.11395 0.92338 -5.29513
H40 3.16911 -1.25637 -8.95362
H41 0.76602 -0.81428 -9.40224

Forces on atoms 1 to 2 (eV/Å):
1.362 0.572 0.657
-0.335 0.007 -0.301

Summary:
energy above the lowest of the compared OMol25 structures with the same formula, charge and spin	46.9	kcal/mol
energy	-132488.5688	eV
net charge	-2
HOMO	-0.66	eV
LUMO	2.9958	eV

---

DFT (ωB97M-V with the def2-TZVPD basis set) results for a single C17H30N4O3S molecule at a distorted geometry.

Atoms and positions in Å:
C1 -0.75618 2.93724 3.99150
C2 0.09274 2.22021 2.94824
C3 0.18135 0.72205 3.23983
C4 0.80712 -0.10273 2.10693
C5 2.30607 -0.40142 2.25458
C6 3.16265 0.85695 2.08025
C7 4.66507 0.60522 2.17480
C8 2.70650 -1.51948 1.27523
N1 2.61398 -1.13138 -0.11557
C9 1.59693 -1.48920 -0.91299
O1 0.69040 -2.21309 -0.52790
C10 1.66349 -0.89274 -2.31402
C11 1.03763 -1.78832 -3.39366
C12 -0.48070 -1.91406 -3.24923
C13 -1.12774 -0.53478 -3.12355
N2 -0.48272 0.18022 -2.05071
S1 -1.39216 1.23255 -1.14462
O2 -2.32613 1.96354 -1.94841
O3 -0.46495 1.97126 -0.33278
C14 -2.29049 0.09920 -0.13454
C15 -3.50434 0.19765 0.49767
N3 -3.74495 -0.93263 1.20062
C16 -2.70520 -1.70247 1.00569
N4 -1.78828 -1.12565 0.20339
C17 0.90871 0.44724 -2.28179
H1 -0.80594 4.00178 3.77599
H2 -1.76935 2.54127 3.99559
H3 -0.33414 2.80719 4.98690
H4 -0.34351 2.36482 1.95882
H5 1.08817 2.66591 2.93482
H6 -0.83729 0.35999 3.40004
H7 0.73217 0.55650 4.16955
H8 0.29193 -1.06470 2.06370
H9 0.62730 0.41412 1.16256
H10 2.48290 -0.80179 3.25992
H11 2.88865 1.55714 2.86878
H12 2.92147 1.33393 1.12768
H13 5.19889 1.55278 2.19025
H14 5.03801 0.02804 1.33152
H15 4.90340 0.06762 3.09026
H16 2.03737 -2.37287 1.40615
H17 3.72981 -1.84735 1.47432
H18 3.29683 -0.46996 -0.44881
H19 2.71106 -0.70501 -2.57091
H20 1.27250 -1.35104 -4.36760
H21 1.48951 -2.78093 -3.35021
H22 -0.70499 -2.49937 -2.35889
H23 -0.88939 -2.43287 -4.11709
H24 -1.03182 0.02224 -4.06740
H25 -2.18802 -0.61226 -2.87901
H26 -4.20065 1.01001 0.47552
H27 -2.58652 -2.68089 1.42579
H28 -0.89793 -1.51703 -0.10283
H29 1.05734 0.97252 -3.23795
H30 1.25175 1.09151 -1.47066

Forces on atoms 1 to 2 (eV/Å):
0.194 -0.006 -0.180
-0.177 -0.068 0.246

Summary:
energy above the lowest of the compared OMol25 structures with the same formula, charge and spin	0.0	kcal/mol
energy	-41055.0377	eV
structure (SMILES)	CCCC[C@H](CC)CNC(=O)[C@H]1CCCN(S(=O)(=O)c2cnc[nH]2)C1
HOMO	-9.10	eV
LUMO	0.4465	eV

---

Q: Among the records above, which one has the highest HOMO?
A: C45H41F12LaN6O5S3